[1]
DFT (wB97M-V/def2-TZVPD) results for a structure of composition C32H28IN6O3Os.

Computed properties:
- Total charge: +3
- Multiplicity: 1
- Energy relative to the best compared isomer or geometry (same formula, charge and spin): 0.000 eV
- Gap between HOMO and LUMO (spin up / spin down): 5.869 / 5.948 eV
- HOMO energy (spin up / spin down): -0.6067 / -0.6095 Eh
- LUMO energy (spin up / spin down): -10.64 / -10.64 eV

Atoms and positions in Å:
Os: 0.15 -0.56 -0.06
C: -0.15 -0.59 4.34
C: -0.50 -0.56 2.98
N: 0.40 -0.59 2.01
C: 1.73 -0.65 2.32
C: 2.16 -0.67 3.65
C: 1.18 -0.64 4.67
C: 3.55 -0.72 3.93
C: 4.44 -0.73 2.90
C: 4.01 -0.71 1.56
C: 2.67 -0.67 1.24
N: 2.07 -0.63 -0.06
C: 2.69 -0.64 -1.33
C: 4.03 -0.70 -1.64
C: 4.48 -0.71 -2.97
C: 3.60 -0.66 -4.01
C: 2.20 -0.60 -3.75
C: 1.24 -0.55 -4.78
C: -0.09 -0.50 -4.46
C: -0.45 -0.48 -3.11
N: 0.43 -0.53 -2.13
C: 1.76 -0.59 -2.43
H: -0.92 -0.57 5.09
H: -1.53 -0.51 2.67
H: 1.49 -0.66 5.71
H: 3.88 -0.73 4.96
H: 5.51 -0.77 3.10
H: 4.77 -0.72 0.81
H: 4.79 -0.75 -0.88
H: 5.55 -0.75 -3.16
H: 3.95 -0.67 -5.03
H: 1.56 -0.56 -5.82
H: -0.85 -0.46 -5.23
H: -1.49 -0.43 -2.81
O: -6.31 1.93 0.05
C: -6.16 0.52 0.06
C: -4.69 0.23 0.03
C: -4.21 -1.07 0.01
C: -2.86 -1.31 -0.01
N: -1.96 -0.31 -0.03
C: -2.41 0.96 -0.01
C: -3.75 1.26 0.02
C: -1.33 1.98 -0.02
C: -1.57 3.33 0.01
C: -0.50 4.23 -0.02
C: -0.79 5.71 0.01
O: -1.91 5.86 0.86
C: 0.78 3.71 -0.07
C: 0.96 2.35 -0.09
N: -0.07 1.49 -0.05
H: -7.25 2.15 0.09
H: -6.62 0.05 -0.82
H: -6.59 0.06 0.95
H: -4.90 -1.92 0.02
H: -2.46 -2.32 -0.03
H: -4.10 2.28 0.04
H: -2.58 3.72 0.06
H: -1.00 6.04 -1.01
H: 0.09 6.26 0.36
H: -2.10 6.80 0.98
H: 1.65 4.36 -0.09
H: 1.95 1.91 -0.11
N: 1.43 -3.95 0.73
C: 0.34 -3.73 0.00
O: -0.09 -2.57 -0.22
C: -0.38 -4.90 -0.58
I: -2.00 -5.38 0.71
H: 1.90 -3.18 1.18
H: 1.76 -4.88 0.90
H: 0.24 -5.78 -0.65
H: -0.80 -4.64 -1.54

---

[2]
DFT (wB97M-V/def2-TZVPD) results for a structure of composition C32H28MoN7O5STe.

Computed properties:
- Total charge: -1
- Multiplicity: 1
- Gap between HOMO and LUMO (spin up / spin down): 5.277 / 5.279 eV
- HOMO energy (spin up / spin down): -0.1098 / -0.1099 Eh
- LUMO energy (spin up / spin down): 2.29 / 2.29 eV

Atoms and positions in Å:
Mo: 0.29 0.15 -0.40
C: -1.53 1.89 3.35
C: -1.10 0.98 2.36
N: -0.84 1.36 1.13
C: -1.01 2.67 0.78
C: -1.38 3.65 1.71
C: -1.64 3.22 3.03
C: -1.51 4.99 1.26
C: -1.30 5.27 -0.06
C: -0.97 4.27 -1.00
C: -0.84 2.95 -0.61
N: -0.61 1.83 -1.39
C: -1.45 1.57 -2.46
C: -1.90 2.43 -3.44
C: -2.82 2.00 -4.41
C: -3.31 0.72 -4.42
C: -2.89 -0.19 -3.43
C: -3.38 -1.51 -3.32
C: -2.95 -2.31 -2.30
C: -1.99 -1.81 -1.40
N: -1.49 -0.60 -1.48
C: -1.95 0.22 -2.48
H: -1.74 1.52 4.34
H: -0.95 -0.07 2.59
H: -1.94 3.95 3.78
H: -1.78 5.76 1.97
H: -1.39 6.30 -0.40
H: -0.80 4.56 -2.02
H: -1.53 3.44 -3.49
H: -3.13 2.70 -5.18
H: -4.02 0.40 -5.17
H: -4.10 -1.87 -4.05
H: -3.30 -3.32 -2.18
H: -1.63 -2.44 -0.59
C: 0.41 -4.59 0.40
C: 0.89 -3.53 1.40
C: 1.08 -4.13 2.79
O: 2.10 -3.05 0.88
C: -0.24 -2.47 1.44
O: -1.28 -2.69 2.04
O: -0.05 -1.41 0.72
H: 1.17 -5.37 0.34
H: 0.31 -4.13 -0.58
H: -0.54 -5.02 0.71
H: 1.75 -4.99 2.72
H: 0.12 -4.45 3.21
H: 1.51 -3.39 3.46
H: 2.57 -2.51 1.53
N: 4.16 4.42 6.02
C: 3.76 3.35 5.22
C: 4.62 2.27 5.00
C: 4.21 1.19 4.23
C: 2.95 1.18 3.68
C: 2.08 2.24 3.89
C: 2.48 3.32 4.65
S: 2.42 -0.20 2.70
O: 3.56 -1.07 2.55
O: 1.25 -0.77 3.34
N: 1.93 0.41 1.31
C: 2.60 1.35 0.62
N: 3.75 1.94 0.95
C: 4.18 2.86 0.09
C: 3.52 3.20 -1.09
C: 2.35 2.50 -1.36
N: 1.89 1.61 -0.49
H: 5.15 4.56 6.07
H: 3.67 5.28 5.83
H: 5.61 2.28 5.43
H: 4.88 0.37 4.03
H: 1.10 2.23 3.44
H: 1.81 4.15 4.81
H: 5.11 3.35 0.35
H: 3.91 3.93 -1.77
H: 1.76 2.64 -2.26
Te: 1.45 -0.76 -2.53

---

[3]
DFT (wB97M-V/def2-TZVPD) results for a structure of composition C32H28N5O3Pd.

Computed properties:
- Total charge: +1
- Multiplicity: 5
- Energy relative to the best compared isomer or geometry (same formula, charge and spin): 0.356 eV
- Gap between HOMO and LUMO (spin up / spin down): 7.449 / 4.628 eV
- HOMO energy (spin up / spin down): -0.3769 / -0.3841 Eh
- LUMO energy (spin up / spin down): -2.81 / -5.82 eV

Atoms and positions in Å:
Pd: 0.09 0.17 0.36
C: -4.45 0.60 0.13
C: -3.90 0.93 1.48
C: -4.49 1.92 2.24
C: -3.96 2.30 3.47
C: -2.81 1.69 3.97
C: -2.16 0.71 3.27
C: -1.02 -0.03 3.87
C: -2.70 0.30 1.99
N: -1.99 -0.58 1.27
C: -2.55 -1.66 0.62
O: -3.59 -2.18 0.93
C: -1.67 -2.25 -0.45
C: -2.01 -3.41 -1.13
C: -1.16 -3.88 -2.11
C: 0.00 -3.18 -2.42
C: 0.27 -2.02 -1.70
N: -0.54 -1.60 -0.74
C: 1.49 -1.16 -1.98
O: 2.26 -1.48 -2.87
N: 1.56 -0.09 -1.17
C: 2.67 0.79 -1.15
C: 3.93 0.35 -0.75
C: 4.23 -1.11 -0.56
C: 4.93 1.29 -0.54
C: 4.70 2.64 -0.75
C: 3.46 3.06 -1.20
C: 2.43 2.15 -1.42
C: 1.14 2.62 -2.02
H: -5.16 1.36 -0.18
H: -4.96 -0.36 0.14
H: -3.66 0.54 -0.62
H: -5.36 2.42 1.85
H: -4.45 3.08 4.04
H: -2.45 1.98 4.95
H: -0.56 0.56 4.66
H: -0.27 -0.31 3.14
H: -1.38 -0.96 4.32
H: -2.94 -3.91 -0.87
H: -1.40 -4.78 -2.65
H: 0.69 -3.48 -3.19
H: 3.40 -1.64 -0.09
H: 5.13 -1.25 0.05
H: 4.39 -1.59 -1.52
H: 5.91 0.95 -0.22
H: 5.49 3.36 -0.59
H: 3.28 4.11 -1.41
H: 1.04 3.70 -1.93
H: 0.26 2.15 -1.57
H: 1.11 2.37 -3.09
O: -0.47 2.21 0.87
C: 0.24 3.19 1.24
C: -0.22 4.52 0.94
C: 0.51 5.61 1.30
C: 1.73 5.44 1.99
C: 2.20 4.18 2.31
C: 1.50 3.04 1.96
C: 1.99 1.72 2.33
N: 1.72 0.57 1.74
C: 2.45 -0.39 2.39
C: 3.18 0.19 3.38
N: 2.89 1.52 3.33
H: -1.15 4.60 0.40
H: 0.17 6.61 1.05
H: 2.31 6.31 2.26
H: 3.16 4.10 2.80
H: 2.42 -1.42 2.09
H: 3.87 -0.22 4.09
H: 3.25 2.22 3.95

---

[4]
DFT (wB97M-V/def2-TZVPD) results for a structure of composition C32H28N5OPtS.

Computed properties:
- Total charge: +3
- Multiplicity: 1
- Energy relative to the best compared isomer or geometry (same formula, charge and spin): 2.230 eV
- Gap between HOMO and LUMO (spin up / spin down): 3.955 / 3.953 eV
- HOMO energy (spin up / spin down): -0.5939 / -0.5939 Eh
- LUMO energy (spin up / spin down): -12.20 / -12.21 eV

Atoms and positions in Å:
Pt: -1.35 -0.03 -1.74
C: 0.30 -4.87 2.93
C: -0.24 -3.65 2.27
C: -0.18 -2.39 2.89
C: -0.66 -1.28 2.26
C: -1.25 -1.34 0.96
N: -1.66 -0.19 0.38
C: -2.15 0.81 1.13
C: -2.85 0.48 2.34
C: -3.36 1.43 3.17
C: -3.22 2.79 2.84
C: -3.79 3.85 3.71
C: -2.58 3.14 1.63
C: -2.05 2.20 0.78
N: -1.39 2.66 -0.36
C: -0.92 3.93 -0.57
C: -0.60 4.05 -1.89
C: -0.88 2.80 -2.45
N: -1.36 1.97 -1.53
C: -1.31 -2.63 0.33
C: -0.81 -3.73 0.98
N: -1.96 -2.83 -0.89
C: -2.70 -3.92 -1.25
C: -3.08 -3.75 -2.55
C: -2.53 -2.52 -2.93
N: -1.86 -1.98 -1.92
H: 0.55 -4.69 3.97
H: 1.20 -5.20 2.41
H: -0.41 -5.69 2.86
H: 0.28 -2.30 3.87
H: -0.55 -0.31 2.73
H: -3.02 -0.57 2.56
H: -3.90 1.14 4.06
H: -3.97 3.49 4.72
H: -4.76 4.18 3.30
H: -3.16 4.73 3.73
H: -2.55 4.18 1.37
H: -0.84 4.65 0.22
H: -0.21 4.91 -2.40
H: -0.77 2.47 -3.48
H: -0.85 -4.69 0.49
H: -2.92 -4.72 -0.56
H: -3.69 -4.41 -3.14
H: -2.59 -2.02 -3.89
O: 0.62 0.24 -3.14
S: 1.33 -0.30 -1.90
C: 2.95 -0.95 -2.25
C: 3.52 -0.72 -3.49
C: 4.83 -1.15 -3.69
C: 5.51 -1.82 -2.68
C: 4.91 -2.05 -1.45
C: 3.60 -1.63 -1.23
C: 1.83 1.13 -0.93
C: 2.25 2.27 -1.59
C: 2.72 3.34 -0.83
C: 2.73 3.27 0.55
C: 2.29 2.12 1.20
C: 1.84 1.04 0.45
H: 2.97 -0.21 -4.27
H: 5.31 -0.96 -4.64
H: 6.51 -2.19 -2.86
H: 5.44 -2.56 -0.66
H: 3.11 -1.81 -0.28
H: 2.24 2.31 -2.67
H: 3.09 4.23 -1.34
H: 3.11 4.10 1.13
H: 2.32 2.06 2.28
H: 1.54 0.11 0.94